(1)
12
Properties=species:S:1:pos:R:3:forces:R:3 method="wB97M-V/def2-TZVPD" de_lowest_ev=4.5672 total_energy_ev=-11283.972 charge=0 molar_mass_g_mol=112.088 homo_lumo_gap_ev=8.768
O 2.535 -0.121 0.257 -0.617 0.726 0.080
C 1.661 -0.909 -0.081 0.129 -0.846 -1.099
C 0.259 -0.580 -0.296 6.314 5.022 -0.302
N -0.704 -1.328 -0.218 -6.381 -2.753 1.568
C -1.774 -0.503 0.113 -0.740 0.827 -1.445
C -1.403 0.906 0.079 -0.361 -3.375 1.482
N -0.002 0.767 -0.176 -6.438 -0.261 0.960
O 0.815 1.774 -0.292 4.651 -0.562 1.560
H 1.928 -1.939 -0.289 0.059 -0.562 0.261
H -2.831 -0.921 0.161 1.717 0.687 0.136
H -2.173 1.675 0.590 2.800 -1.156 -1.838
H 1.690 1.178 0.151 -1.133 2.256 -1.363


(2)
16
Properties=species:S:1:pos:R:3:forces:R:3 method="wB97M-V/def2-TZVPD" de_lowest_ev=4.5977 total_energy_ev=-19676.183 charge=+1 molar_mass_g_mol=130.192 homo_lumo_gap_ev=5.965
C -0.332 0.388 -0.284 -0.195 -1.119 0.189
C 0.829 1.515 3.027 -1.418 -0.595 -0.462
C -0.629 -0.456 -1.569 0.942 0.139 2.109
C -0.741 0.503 -2.689 0.501 0.509 -1.211
C 0.646 -1.375 1.149 0.581 0.173 2.144
N 0.265 -0.032 0.757 -0.561 1.573 0.715
O -0.636 -1.666 -1.519 -0.262 1.093 -0.696
S 1.011 0.385 3.960 0.556 0.128 0.138
H -0.724 1.440 -0.411 0.904 -0.855 0.667
H 0.353 2.313 2.464 0.753 0.021 -0.028
H -0.946 -0.115 -3.572 0.060 0.684 -0.179
H -1.582 1.228 -2.473 0.945 -0.724 -0.396
H 0.269 1.109 -2.803 -2.063 -1.231 0.228
H 0.167 -1.684 2.208 0.959 1.079 -2.075
H 1.779 -1.453 1.269 -1.505 0.165 -0.253
H 0.271 -2.100 0.486 -0.196 -1.039 -0.890


(3)
99
Properties=species:S:1:pos:R:3:forces:R:3 method="wB97M-V/def2-TZVPD" total_energy_ev=-182468.494 spin_multiplicity=2 charge=0 molar_mass_g_mol=1023.440 homo_lumo_gap_ev="6.140 / 7.237" s2=0.975
Ru 0.196 -0.210 0.018 0.699 0.971 -1.690
S -1.321 2.065 3.978 0.205 -0.321 -0.449
C -0.834 1.307 2.581 -0.235 0.593 0.892
S 0.654 0.451 2.494 -0.780 -0.360 -1.618
S -1.772 1.317 1.165 1.405 -1.175 -0.725
N 2.721 -0.304 0.267 -0.493 -0.122 0.153
N 3.309 -0.852 -0.884 0.202 -0.133 0.017
C 2.496 -1.549 -1.833 0.804 0.172 0.586
O 3.086 -2.273 -2.614 0.331 -0.266 -0.362
O 1.259 -1.314 -1.796 -1.892 0.783 0.951
H 3.086 0.634 0.442 -0.130 -0.352 -0.074
H 2.855 -0.886 1.099 0.028 0.154 -0.279
H 4.219 -1.286 -0.764 -0.250 0.121 -0.010
Cl -1.842 -0.092 -1.913 -0.275 -0.457 -0.024
C -1.681 1.329 -2.876 0.473 0.737 -0.351
C -2.629 1.602 -3.853 -0.139 -0.168 0.037
C -2.472 2.704 -4.678 0.066 0.004 0.105
C -1.374 3.539 -4.529 -0.082 0.010 -0.033
C -0.445 3.277 -3.542 0.074 -0.114 0.089
C -0.586 2.175 -2.697 -0.174 -0.557 0.127
P 0.637 1.854 -1.377 -0.217 0.512 1.377
C 0.374 3.240 -0.228 0.074 0.078 -0.142
C -0.641 4.179 -0.363 0.242 -0.067 -0.017
C -0.780 5.169 0.593 -0.102 0.129 0.062
C 0.072 5.220 1.683 -0.061 0.026 0.056
C 1.078 4.277 1.829 0.057 0.058 0.013
C 1.231 3.294 0.873 -0.030 -0.056 -0.202
C 2.152 2.373 -2.234 0.076 -0.401 0.159
C 2.664 1.511 -3.200 -0.010 0.058 0.122
C 3.735 1.912 -3.976 -0.002 -0.012 -0.098
C 4.289 3.171 -3.795 -0.004 0.016 -0.035
C 3.796 4.016 -2.814 0.137 0.084 -0.125
C 2.732 3.621 -2.025 -0.125 -0.047 0.067
H -3.479 0.948 -3.972 -0.028 -0.072 -0.005
H -3.207 2.911 -5.441 -0.063 -0.039 -0.038
H -1.244 4.391 -5.184 -0.001 0.004 0.021
H 0.412 3.925 -3.421 0.032 0.022 0.003
H -1.328 4.130 -1.199 0.006 0.029 0.042
H -1.570 5.899 0.494 -0.070 0.060 0.009
H -0.060 5.982 2.436 -0.016 0.083 0.059
H 1.730 4.303 2.690 0.014 -0.009 0.037
H 2.010 2.544 0.986 -0.082 0.119 0.007
H 2.214 0.539 -3.335 -0.007 -0.120 -0.100
H 4.122 1.247 -4.731 0.069 -0.071 -0.073
H 5.096 3.498 -4.431 0.140 0.013 -0.022
H 4.226 4.998 -2.674 0.063 0.044 0.014
H 2.342 4.287 -1.268 0.011 -0.001 -0.036
C -0.995 -4.312 0.089 0.219 0.114 -0.643
C -1.715 -4.948 1.265 -0.119 -0.098 0.175
As -1.519 -6.930 1.315 0.171 0.265 0.178
C 0.416 -6.917 1.676 -0.097 -0.041 -0.111
C 1.285 -7.409 0.708 -0.334 -0.018 -0.195
C 2.654 -7.405 0.915 0.183 -0.003 -0.030
C 3.170 -6.924 2.106 0.047 -0.089 -0.010
C 2.314 -6.447 3.083 0.039 -0.119 0.104
C 0.949 -6.434 2.865 -0.189 0.070 0.160
C -2.057 -7.191 3.187 -0.062 -0.060 -0.113
C -1.692 -8.393 3.789 0.113 -0.068 -0.292
C -2.008 -8.654 5.108 0.023 -0.086 0.050
C -2.706 -7.716 5.852 -0.021 0.019 0.068
C -3.096 -6.529 5.258 -0.089 0.030 0.154
C -2.781 -6.272 3.934 0.014 0.173 -0.291
P -0.710 -2.510 0.498 0.129 0.689 1.905
C -2.390 -2.050 1.058 -0.002 -0.246 -0.026
C -3.340 -2.182 0.040 0.280 -0.053 0.116
C -4.632 -1.730 0.209 -0.126 0.069 -0.020
C -5.006 -1.163 1.417 -0.023 -0.040 -0.002
C -4.083 -1.048 2.440 -0.068 -0.026 -0.026
C -2.773 -1.460 2.258 0.064 -0.267 0.012
C 0.507 -2.809 1.840 -0.235 -0.285 0.116
C 1.741 -3.225 1.329 -0.196 0.018 -0.052
C 2.799 -3.499 2.172 0.153 0.171 -0.058
C 2.655 -3.323 3.540 0.001 0.182 0.045
C 1.444 -2.892 4.053 0.128 -0.096 0.103
C 0.368 -2.651 3.214 -0.129 -0.157 -0.119
H -1.555 -4.415 -0.843 0.066 0.004 0.052
H -0.011 -4.766 -0.066 -0.070 0.165 -0.054
H -2.778 -4.693 1.232 0.111 -0.099 0.062
H -1.300 -4.566 2.203 -0.099 -0.118 -0.026
H 0.877 -7.804 -0.217 0.065 0.004 0.000
H 3.318 -7.788 0.153 0.028 -0.018 -0.071
H 4.238 -6.928 2.274 0.076 -0.018 0.011
H 2.711 -6.087 4.022 -0.004 0.029 0.031
H 0.289 -6.051 3.635 -0.001 0.005 0.037
H -1.142 -9.125 3.205 0.004 -0.023 0.103
H -1.711 -9.589 5.562 0.042 -0.073 0.013
H -2.946 -7.911 6.887 -0.022 -0.016 0.054
H -3.650 -5.797 5.829 -0.038 0.052 0.019
H -3.107 -5.341 3.487 0.010 0.059 0.025
H -3.037 -2.629 -0.901 -0.120 0.002 -0.094
H -5.343 -1.805 -0.602 -0.047 -0.051 -0.041
H -6.012 -0.802 1.557 -0.151 0.026 0.019
H -4.379 -0.608 3.379 0.029 0.112 0.134
H -2.069 -1.292 3.056 0.088 0.043 0.007
H 1.852 -3.331 0.255 0.136 -0.053 -0.060
H 3.735 -3.849 1.762 0.077 -0.030 -0.044
H 3.487 -3.520 4.201 0.065 -0.012 0.072
H 1.329 -2.744 5.116 -0.016 0.005 0.086
H -0.565 -2.337 3.654 -0.039 0.000 -0.029


(4)
7
Properties=species:S:1:pos:R:3:forces:R:3 method="wB97M-V/def2-TZVPD" de_lowest_ev=0.9398 total_energy_ev=-19053.259 charge=0 molar_mass_g_mol=98.079 homo_lumo_gap_ev=11.817
O -2.586 -0.658 -0.084 -0.598 -0.397 0.209
S -1.363 0.028 0.020 1.870 -1.261 -2.964
O -1.201 1.258 0.675 0.402 0.968 1.698
O -0.267 -1.177 0.489 -1.754 2.237 0.290
O 1.039 -0.683 0.385 2.121 0.403 -0.631
H -0.789 0.348 -1.242 -0.639 -0.959 1.101
H 1.198 0.269 0.639 -1.401 -0.993 0.298